DFT (wB97M-V/def2-TZVPD) results for a molecular structure, C3H6N2O.

**Total energy**: -302.62728 a.u.
**M**: 86.094 g mol⁻¹
**HOMO**: -0.36036 hartree

```
! wB97M-V def2-TZVPD RIJCOSX def2/J DEFGRID3
* xyz 0 1
O -0.0551 1.6235 0.2847
N 2.0310 0.6003 -0.2465
N -0.1851 -1.7345 0.0802
C -1.1701 0.6912 0.3588
C -0.3540 -0.3721 -0.4071
C 0.7755 0.6406 -0.1944
H -0.7037 -0.3978 -1.4430
H -2.0328 1.1247 -0.1564
H -1.4301 0.4547 1.3938
H 2.4188 1.4812 0.0991
H 0.2253 -2.3336 -0.6344
H 0.4569 -1.7663 0.8701
*
```

These are the Löwdin partial charges, in e, on atoms 1 to 2: atom 1 (O): 0.00, atom 2 (N): 0.16

DFT (wB97M-V/def2-TZVPD) results for 11 unconnected molecules or ions with the total composition C44H116N6O21.

**Total energy**: -3654.16774 a.u.
**SMILES string**: COCCNCCOC.COCCNCCOC.COCCNCCOC.COCCNCCOC.COCCNCCOC.COCCNCCOC.OCCO.OCCO.OCCO.OCCO.O
**M**: 1065.433 g mol⁻¹
**HOMO**: -0.31293 hartree

```
! wB97M-V def2-TZVPD RIJCOSX def2/J DEFGRID3
* xyz 0 1
O 3.7445 -1.7468 3.1437
O -3.2043 -3.0949 3.6530
O 5.9762 0.9188 -4.0110
O -1.9318 2.1843 4.6528
O -3.5484 -2.2820 -7.7710
O -5.2878 -4.2491 2.2482
O 4.7424 5.3358 -3.1631
O -6.2473 0.3454 -3.7205
O 7.8190 5.4715 2.8807
O -9.1912 -4.2333 -0.9895
O 1.4696 -0.0502 0.2945
O 1.3576 -3.6591 0.6445
O -2.6362 0.9139 7.2806
O -1.2370 -1.4879 3.8183
O 5.9611 1.1768 3.3747
O -2.2884 4.3314 2.6677
O -2.4836 -1.6512 -0.3548
O -0.2275 0.3057 -3.3745
O -7.7070 -2.7406 2.4852
O -6.3429 -4.2354 -0.5695
O -4.0562 4.3765 -0.2970
N -4.5242 -1.6433 -4.7378
N 4.1831 2.7086 -2.5512
N -2.5205 2.9266 -2.0596
N 3.6734 -4.4092 2.1588
N 8.3624 2.4699 2.4676
N -1.1250 -0.0138 1.4017
C -2.8633 4.9243 -0.7666
C -1.7364 2.0939 -2.9068
C -3.3476 -2.2323 -5.3236
C -4.3810 -2.5643 -8.8787
C 4.5866 -3.4168 1.5977
C -0.7713 1.0883 -2.2759
C 3.9021 -1.4646 4.5131
C 1.2406 0.5498 1.5685
C 5.9683 5.3560 -2.4366
C 4.9398 0.4327 -3.1710
C 0.5023 -0.8296 -3.1057
C 7.9159 5.9857 1.5669
C 3.6747 5.0112 -2.2679
C 8.9307 4.7616 3.3512
C -5.3905 -0.3839 -2.8826
C -7.0985 -5.3904 -0.8682
C -0.8600 -2.8208 3.3823
C 5.6363 1.0945 -5.3655
C -7.7267 -4.1773 2.5289
C 3.1078 3.6583 -2.4902
C 4.9323 -2.3542 2.5908
C -3.2381 -2.7989 -0.7240
C 3.7962 1.3637 -2.9653
C 7.1333 2.6300 1.7098
C -5.0335 5.3487 -0.1204
C -1.4125 0.7155 6.6150
C -4.1923 -0.7492 -3.6369
C -2.0022 -3.7581 3.8761
C 5.4606 2.1665 4.2698
C 0.4642 -3.1533 -0.2477
C 3.0680 -5.3170 1.1305
C -0.1972 1.1072 1.5506
C 6.1377 1.4842 2.0078
C 2.1217 -4.6716 0.1318
C -3.1726 -1.0212 0.7759
C 2.7241 -0.5896 0.1826
C -2.5249 0.2757 1.1334
C -3.6496 -3.1172 -6.5618
C -0.9808 1.8255 5.7071
C 9.3575 3.5302 2.4634
C -8.3173 -5.0071 -1.7549
C -1.8783 3.7342 -1.0874
C -6.8785 1.4364 -3.0560
C -6.4374 -4.7066 3.1008
H 6.3784 0.5396 1.5034
H -3.3078 2.4155 -1.6626
H 0.0306 1.6603 -1.7464
H -4.1806 -0.7231 0.4466
H 8.6827 1.5132 2.3686
H 9.8120 5.4490 3.4116
H 4.3593 2.1819 4.1299
H -7.9304 -4.5413 -2.6684
H 2.8751 -1.2916 4.9688
H 3.5066 0.1045 0.3654
H 5.3032 0.1510 -5.7446
H -2.9432 -2.1230 3.6178
H -6.4061 -4.3534 4.1013
H -2.7428 2.5313 5.1318
H 8.6184 6.8169 1.4648
H -3.7708 -2.9958 -9.7194
H -2.0189 -4.7016 3.2649
H -7.5561 -5.8050 0.0221
H 5.9467 5.9331 -1.5154
H 4.0533 5.0285 -1.2340
H 8.7010 4.3754 4.2926
H -7.3501 1.9558 -3.8742
H -2.4822 1.4994 8.0225
H 2.5346 3.5482 -3.4270
H 1.9723 1.3642 1.7077
H -2.5478 1.0292 0.3747
H -2.8946 -3.2006 -1.6579
H -2.8879 -3.8950 -6.6512
H 0.9966 -2.5166 -0.9567
H -4.5997 -3.7948 2.7620
H -8.8791 -5.8707 -2.1292
H -5.8396 -1.3058 -2.5748
H -5.1013 0.2335 -1.9901
H 5.5502 -2.7552 3.3698
H 3.8039 -5.9259 0.6004
H -0.1687 -2.5473 0.3825
H 6.9930 6.3406 1.1551
H 6.6883 3.5866 2.0525
H -3.1934 -3.5768 0.0357
H -0.6348 0.5093 7.3977
H 2.9183 -3.8059 2.5106
H -3.4910 -1.3052 -3.0350
H 4.3726 -3.0025 0.6373
H -4.7243 -1.5686 -9.2697
H 1.2694 -0.7399 -2.3114
H 5.4541 0.2120 -2.2052
H -8.5133 -4.4061 3.1838
H -3.0355 0.5723 2.0681
H 5.1404 1.7974 1.6032
H -8.7448 -3.4436 -0.7212
H -7.1240 -2.4591 1.8281
H -5.8942 -4.4057 0.2784
H 0.1225 -3.1068 3.7014
H -3.2506 -1.7356 1.5441
H -7.6700 1.1366 -2.3208
H -1.9549 -3.9906 4.9329
H 4.3653 -2.3280 5.0764
H -1.7432 3.2265 -0.1177
H -4.7893 6.0530 0.6883
H 10.2449 3.0924 2.9418
H -7.8012 -4.7148 1.5256
H 4.8268 1.8174 -5.4518
H -5.9979 4.8456 0.1502
H 6.3490 4.3598 -2.2998
H 2.8499 5.7892 -2.3522
H 2.5796 -6.1394 1.7144
H -1.1288 2.6931 -3.5390
H -2.4538 5.6114 0.0300
H -2.4352 3.6109 3.2983
H -0.8627 -0.5854 0.5687
H 5.5278 -1.5199 2.0589
H -0.4065 1.9029 0.8156
H -4.6173 -3.5685 -6.5146
H 1.4531 -0.1418 2.3856
H -6.4196 -6.1313 -1.3181
H -2.8006 -2.8545 -4.6041
H 4.8474 3.0085 -3.2843
H 5.6014 1.7040 5.2035
H -0.9021 4.1290 -1.3992
H -2.4512 1.4752 -3.4598
H -0.1096 1.4787 5.1275
H 5.5759 -3.9131 1.4495
H -3.0619 5.4492 -1.6919
H -0.7745 2.7338 6.2715
H -4.3244 -2.6243 -0.7970
H -5.1809 -3.3015 -8.6110
H -1.5188 -0.1570 6.0455
H -3.1484 4.4997 2.2806
H 2.7712 -4.2738 -0.6410
H -3.6088 0.0927 -4.0025
H 2.4417 3.4564 -1.6209
H 3.2323 0.9685 -2.1865
H 3.1205 1.3621 -3.8235
H -1.1007 -0.9256 3.0269
H -2.5335 -1.5685 -5.6858
H 1.4934 -5.4479 -0.2832
H 7.2250 2.6799 0.6468
H 9.7220 3.7318 1.4555
H -0.1634 -1.6040 -2.7002
H -0.7708 -2.8311 2.2752
H 1.0457 -1.1606 -4.0270
H -6.1314 2.1353 -2.6447
H 5.8977 3.1861 4.2012
H -0.1710 -3.8654 -0.7297
H 2.8893 -0.8556 -0.9072
H -5.2195 5.8678 -1.0312
H 2.8154 -1.4714 0.8320
H -5.0389 -1.0988 -5.3803
H 8.1560 5.1734 0.8756
H -1.1801 0.3985 -1.5228
H 6.6449 5.9178 -3.1022
H 4.5368 -0.6105 4.6886
H 4.5654 -0.5245 -3.6015
H -0.5211 1.5553 2.4993
H 6.4643 1.3883 -6.0234
H -6.3609 -5.7877 2.9655
*
```

These are the Löwdin partial charges, in e, on atoms 1 to 2: atom 1 (O): -0.22, atom 2 (O): -0.12

DFT (wB97M-V/def2-TZVPD) results for a single C20H23ClN4O4S molecule.

**Total energy**: -2154.28668 a.u.
**SMILES string**: O=C(c1cc(S(=O)(=O)N2CCOCC2)ccc1Cl)N1CCN(c2ccccn2)CC1
**M**: 450.948 g mol⁻¹
**HOMO**: -0.29989 hartree

```
! wB97M-V def2-TZVPD RIJCOSX def2/J DEFGRID3
* xyz 0 1
Cl -3.0389 0.6058 1.2399
S 2.9201 1.8324 -0.2116
O 3.4531 2.7984 0.7093
O -2.4790 -0.3965 -1.7046
O 4.4082 4.5088 -2.6737
O 3.6120 0.5874 -0.3688
N -1.1304 -2.0307 -0.9289
N 2.6772 2.4672 -1.7448
N -2.1706 -3.6883 0.7836
N -1.7570 -2.3381 2.6019
C -1.4004 0.9437 0.8535
C -4.0396 -2.7355 2.0138
C -3.5044 -1.3929 3.9199
C -1.5571 -0.7524 -0.9966
C 3.4686 4.7947 -1.6599
C -2.8153 -3.7402 -0.5143
C 3.7111 2.1890 -2.7244
C -2.1731 -1.6186 3.6295
C -2.6624 -2.8899 1.7923
C 0.6095 2.1787 1.2726
C -0.7103 1.9026 1.5844
C -0.7766 0.2390 -0.1770
C 1.2199 1.4973 0.2366
C -0.7332 -3.8008 0.6818
C 4.8692 3.1786 -2.5799
C -1.9145 -3.0624 -1.5726
C 0.5442 0.5353 -0.4857
C 2.2602 3.8561 -1.7502
C -0.1543 -2.5368 0.0148
C -4.4524 -1.9745 3.0855
H 5.3568 3.0157 -1.6067
H 0.7839 -2.7683 -0.5024
H -1.2104 2.4225 2.3858
H -0.5112 -4.6960 0.0959
H -2.5216 -2.5946 -2.3482
H -1.3831 -1.1986 4.2398
H 1.0579 0.0218 -1.2824
H 0.0372 -1.7841 0.7792
H 5.5970 3.0514 -3.3829
H 1.5938 4.0085 -0.9009
H 3.2618 2.2739 -3.7188
H -3.7687 -3.2156 -0.4671
H 4.0516 1.1686 -2.5534
H 1.7119 4.0354 -2.6805
H -3.7957 -0.7898 4.7645
H -1.2320 -3.7817 -2.0322
H -4.7635 -3.2171 1.3761
H 3.9329 4.6808 -0.6707
H 1.1787 2.9115 1.8227
H 3.1658 5.8322 -1.8106
H -0.3195 -3.9111 1.6827
H -5.5071 -1.8385 3.2774
H -3.0007 -4.7841 -0.7936
*
```

These are the Löwdin partial charges, in e, on atoms 1 to 2: atom 1 (Cl): 0.82, atom 2 (S): 0.68

| no. | strongest force on any atom (eV/Å) |
| --- | --- |
| 1 | 0.6 |
| 2 | 3.5 |
| 3 | 1.0 |